Entry 1:
16
Properties=species:S:1:pos:R:3:forces:R:3 method="wB97M-V/def2-TZVPD" e_tot_ha=-325.79436 smiles=N#CC1CCC1.O de_lowest_kcal_mol=89.86 lumo_energy_ev=0.62 fmax_ev_per_a=1.518 total_charge=0 homo_energy_ev=-10.66
C 0.42607 1.13863 -0.39203 -0.90 -0.15 -0.06
H 1.06079 0.88454 1.75079 0.08 0.27 -0.05
H -0.63152 1.41575 1.42859 0.03 -0.12 0.46
O 1.11911 -0.36314 -2.33930 0.20 -0.80 -0.94
H -1.47395 -0.89853 -1.08829 1.16 0.85 -0.50
C 0.21365 0.83035 1.07209 -0.01 0.15 0.51
H -1.83133 0.59185 -0.26714 0.27 0.05 0.29
N -1.02490 -2.10924 2.69045 0.00 0.61 -0.80
H 1.62299 -1.01361 -1.84074 0.07 -0.09 -0.18
H 0.18450 2.11021 -0.82357 -0.39 -0.10 0.32
C -0.99690 -0.07726 -0.48928 0.37 0.51 0.24
H 0.26008 -0.33012 -1.88771 0.51 0.01 -0.47
C -0.24801 -0.58135 0.72619 0.18 0.05 0.36
H 1.49227 0.96475 -0.64430 -1.20 -0.69 -0.37
C -0.77507 -1.42171 1.79478 -0.37 -0.63 0.84
H 0.60222 -1.14114 0.30947 0.00 0.10 0.35

---

Entry 2:
92
Properties=species:S:1:pos:R:3:forces:R:3 method="wB97M-V/def2-TZVPD" e_tot_ha=-3331.50171 smiles="CCOC(=O)OC.Fc1ccccc1.Fc1ccccc1.Fc1ccccc1.Fc1ccccc1.Fc1ccccc1.Fc1ccccc1.ClCCl" de_lowest_kcal_mol=0.00 lumo_energy_ev=0.50 fmax_ev_per_a=3.406 total_charge=0 homo_energy_ev=-9.01
C 6.70576 -0.01738 2.64543 -2.11 0.06 0.78
C -0.37949 2.71903 4.09286 -1.89 0.23 -0.87
H 1.57193 0.27648 1.92482 -0.65 -0.18 -0.53
C 0.88248 0.89786 2.47705 2.47 0.03 2.01
C -2.56720 -5.08604 -4.04133 -1.31 2.76 1.40
F 2.79944 7.06076 -1.62513 -0.13 -1.10 0.19
C 1.33734 -2.93677 -0.55555 1.32 0.70 -1.01
F -0.92415 3.75950 4.78022 -0.41 -0.28 -0.17
C -4.12696 -3.47197 -3.26621 -1.46 -0.47 0.23
C -0.35852 1.31542 2.10561 -0.96 1.25 0.22
H 2.40800 -3.23104 1.18378 0.49 0.57 0.58
H 3.28497 -0.75072 1.20040 0.49 -0.25 -0.07
H -4.17652 1.11835 5.24050 -0.59 0.04 0.01
H -5.85484 -6.20936 -4.41183 0.18 -0.06 -0.12
H 0.68476 3.19383 -2.45898 0.26 -0.38 -0.15
C -0.23149 2.65397 -2.64720 -0.80 -0.47 -1.88
O -3.35628 -0.54276 1.52306 -1.12 0.90 1.37
H -3.47776 -6.74848 -4.87462 -0.02 -0.20 -0.30
H -2.03623 -3.09341 -3.13279 0.03 -0.08 0.17
C 1.45293 1.32953 3.70780 -1.15 0.10 0.21
H 0.49976 1.17709 -4.07756 0.31 -0.10 0.18
H -3.66388 -1.34515 -0.48402 -0.51 1.35 0.28
H 1.30398 2.48402 5.47752 -0.39 0.50 0.05
C -5.04780 -5.53462 -4.16725 0.88 2.87 0.93
C 2.47847 -0.34575 -0.72165 -0.95 -0.15 0.54
H -5.75826 0.69361 4.33838 0.28 0.50 -0.10
C -1.66656 -1.53535 0.20320 -0.99 -0.35 -0.73
C 1.05742 6.93347 -0.16266 -0.08 3.26 0.12
H -0.82950 -7.84234 -0.35034 -0.13 0.50 -0.28
H -1.39931 -0.65714 -0.38453 0.25 0.78 0.94
H -1.97883 2.66821 2.63289 -0.12 -0.09 0.09
H -6.27924 -3.89570 -3.33778 0.03 0.03 0.07
C -5.29437 -4.28038 -3.55790 2.11 -0.24 -0.38
C 7.20984 1.24498 0.66822 0.00 0.29 0.39
H 7.86015 1.44849 -0.16968 0.22 0.17 0.10
C 0.36925 4.95129 0.87709 -0.55 -0.61 0.42
C -2.80612 -3.80880 -3.38155 -0.15 -2.40 -1.81
H -1.39440 -2.22636 -0.59463 -0.34 -0.93 0.46
F -4.33339 -2.23966 -2.75890 -0.59 0.43 0.21
C -1.04889 2.21502 2.94311 1.40 0.66 0.58
H 2.38132 0.96602 4.12298 0.20 -0.29 -0.63
C 1.97862 6.26448 -0.86317 1.40 -0.64 -1.49
H 1.06654 8.01342 -0.15767 0.06 0.18 -0.49
O -4.53526 -1.92747 2.98244 0.79 1.61 -0.58
C 1.59899 -0.81110 -1.70084 0.31 -0.65 -1.01
H 0.53324 -2.60420 -2.47039 -0.13 0.56 -0.35
H -4.88025 -0.54625 5.17693 0.16 0.08 0.23
C 1.14271 -2.15567 -1.69982 0.09 0.82 1.73
H 1.27163 -0.20781 -2.53467 0.30 0.30 0.08
O -3.88385 0.17668 3.51060 -0.01 1.18 -0.08
H 0.84738 -3.89867 -0.52257 0.27 -0.10 0.31
H -0.40793 6.86883 1.37718 -0.08 0.18 -0.18
C -3.18268 -1.48664 0.48373 0.90 -1.78 -0.23
H 2.86982 4.27120 -1.16683 0.19 0.48 -0.77
H 6.84640 -0.86272 3.30272 0.57 0.16 0.35
H -1.54665 -5.42396 -4.14472 -0.20 -0.25 -0.38
C 5.38427 0.51959 2.68198 1.71 0.72 -1.98
H -0.75766 1.10388 1.12462 -0.20 -0.33 0.09
C -3.98881 -0.86429 2.71780 -0.53 -1.85 -1.13
H -3.44316 3.01571 -1.80729 -0.44 0.10 -0.47
H 3.95933 1.66785 1.51970 -0.07 0.25 0.18
H -1.22499 4.19865 -1.74528 -0.73 0.12 0.35
H -1.12469 -1.73303 1.12807 0.35 0.30 -0.34
H 5.58908 2.44320 -0.13250 0.09 0.03 -0.06
C -4.75696 0.40375 4.65693 0.70 -1.46 -0.56
F -1.60901 -0.18246 -4.53154 -0.34 0.11 0.04
C -2.62774 2.64106 -2.40823 -0.13 -0.81 0.74
C 0.10211 -7.30328 -0.52245 -0.29 -0.42 0.29
C 0.25290 6.33563 0.70980 -1.03 -2.48 1.71
C -3.69218 -5.78312 -4.44045 0.49 -2.32 -0.07
H -3.57306 0.80851 -3.29069 -0.68 0.35 0.65
Cl -0.08388 -6.05890 -1.79245 0.03 -0.56 0.51
Cl 0.55188 -6.63276 1.07462 0.08 -0.10 -0.62
C 0.79965 2.24054 4.55406 1.49 -1.48 -1.00
C 7.62261 0.37080 1.68864 -1.03 -0.13 -1.01
C 2.07377 4.88876 -0.77782 0.63 -0.87 0.66
H 1.44097 3.12024 0.22304 -0.33 -0.05 0.29
C 2.77469 -1.18375 0.35276 -0.08 -0.33 0.12
C -1.58032 0.91338 -3.76098 0.97 2.25 2.37
C -2.70738 1.41048 -3.05695 0.80 -0.93 -2.13
C 5.92708 1.80147 0.66772 0.23 -1.29 0.25
H 8.55119 -0.17504 1.60991 0.18 0.22 0.07
H -0.24888 4.51269 1.64648 -0.01 -0.33 -0.02
C 1.26560 4.18239 0.13654 -0.04 1.93 -0.40
H 0.81332 -8.06142 -0.85032 0.30 0.52 0.09
C 4.99353 1.36908 1.60664 -0.09 -0.48 1.87
C -0.34248 1.54447 -3.51005 -0.27 -0.41 -0.33
C -1.40406 3.25707 -2.24305 0.98 0.14 0.62
F 2.91008 0.98949 -0.67045 -0.69 -1.80 -0.35
C 2.25669 -2.49453 0.40850 -1.22 0.23 -0.63
H -3.66265 -2.41864 0.78224 0.58 -0.33 0.41
F 4.54257 0.17449 3.69453 0.38 0.04 -0.89